1.
Formula: C8H7N5O
Source: OMol25
Level of theory: ωB97M-V/def2-TZVPD

Calculated values
HOMO-LUMO gap = 8.1 eV
E = -17902.4785 eV

Geometry as ORCA input:
```
! RIJCOSX wB97M-V def2-TZVPD def2/J DEFGRID3
* xyz 0 1
C 3.244 -1.025 -0.092
C -2.885 -1.382 0.434
C 2.034 -1.433 -0.693
C 3.360 0.313 0.363
C -3.301 -0.572 -0.663
C -1.660 -0.850 0.897
C 1.255 0.545 -0.048
C -0.799 2.608 -0.140
N 0.977 -0.599 -0.533
N 2.299 1.080 0.490
N -2.441 0.428 -0.811
N -1.507 0.284 0.128
N -0.603 1.300 0.251
O 0.113 3.318 -0.463
H 4.044 -1.633 -0.441
H -3.367 -2.085 1.034
H 1.860 -2.458 -0.907
H 4.222 0.752 0.888
H -4.116 -0.520 -1.385
H -0.951 -1.069 1.605
H -1.779 2.998 0.086
*
```

2.
Formula: C42H64BF2N9O7P
Source: OMol25
Level of theory: ωB97M-V/def2-TZVPD

Calculated values
HOMO-LUMO gap = 5.4 eV
E = -87717.8627 eV

Geometry as ORCA input:
```
! RIJCOSX wB97M-V def2-TZVPD def2/J DEFGRID3
* xyz 1 1
C 1.802 -1.238 3.116
C 1.077 -1.060 1.826
C 1.482 -1.849 0.407
N 0.208 -2.229 -0.385
C -0.511 -3.000 0.648
C -1.417 -4.161 -0.149
O -0.509 -4.960 -1.011
C 0.033 -6.006 -0.103
O -0.565 -7.178 0.148
C -0.161 -0.963 -0.994
N -1.229 -0.178 -1.284
C -1.216 1.193 -1.949
P -0.997 2.652 -0.708
O 0.186 3.571 -1.279
O -0.767 2.155 0.945
O -2.427 3.703 -0.709
B -2.592 -0.725 -0.917
O -3.470 -1.176 -2.053
O -3.183 -0.818 0.431
C -3.536 0.498 0.985
C -5.027 0.453 1.739
N 1.198 -0.396 -1.461
C 1.352 -0.806 -2.914
C 2.345 0.252 -3.739
F 2.003 1.690 -3.430
C 2.367 -0.776 -0.524
C 3.671 -1.532 -1.168
C 4.652 -2.267 -0.031
C 2.671 0.728 0.118
C 3.866 0.765 1.232
C 5.255 1.260 0.512
F 6.452 0.449 0.934
H 1.516 -0.501 4.005
H 2.665 -2.000 3.331
H 0.129 -0.350 1.772
H 1.994 -2.901 0.491
H -1.306 -2.408 1.301
H 0.160 -3.645 1.396
H -2.315 -3.711 -0.747
H -1.895 -4.930 0.631
H 1.053 -5.748 0.451
H -2.304 1.345 -2.417
H -0.469 1.297 -2.840
H -1.155 2.876 1.553
H -2.922 3.565 -1.577
H -3.835 -2.089 -1.777
H -2.766 0.732 1.865
H -3.479 1.374 0.211
H -5.689 -0.452 1.381
H -5.542 1.496 1.483
H -4.860 0.312 2.891
H 1.631 -1.930 -3.083
H 0.282 -0.662 -3.425
H 3.478 0.136 -3.453
H 2.276 0.130 -4.905
H 4.357 -0.671 -1.629
H 3.425 -2.384 -1.937
H 4.796 -3.409 -0.349
H 5.755 -1.813 -0.055
H 4.179 -2.282 1.040
H 1.671 1.288 0.453
H 3.064 1.371 -0.809
H 3.569 1.602 2.022
H 4.056 -0.243 1.801
H 5.517 2.374 0.803
H 5.236 1.224 -0.667
N -3.046 -7.996 1.106
C -4.210 -7.359 0.765
C -5.247 -7.986 1.420
C -4.687 -9.034 2.188
C -3.326 -9.016 1.978
H -2.124 -7.751 0.769
H -4.202 -6.517 0.086
H -6.293 -7.716 1.353
H -5.218 -9.728 2.826
H -2.535 -9.640 2.372
N -6.686 4.355 0.543
C -6.963 5.697 0.519
C -8.275 5.867 0.900
C -8.806 4.583 1.170
C -7.802 3.668 0.944
H -5.796 3.937 0.303
H -6.206 6.414 0.231
H -8.794 6.814 0.978
H -9.812 4.350 1.494
H -7.787 2.590 1.032
N 2.507 -2.465 -7.094
C 3.361 -2.514 -8.164
C 4.426 -3.317 -7.822
C 4.203 -3.773 -6.501
C 3.010 -3.234 -6.077
H 1.640 -1.944 -7.060
H 3.140 -1.973 -9.074
H 5.272 -3.550 -8.456
H 4.844 -4.426 -5.922
H 2.477 -3.331 -5.140
N -0.828 6.215 2.119
C -0.558 7.152 3.082
C -1.757 7.576 3.611
C -2.786 6.865 2.948
C -2.184 6.029 2.034
H -0.136 5.735 1.559
H 0.460 7.438 3.306
H -1.878 8.317 4.391
H -3.851 6.952 3.120
H -2.603 5.321 1.332
N 5.026 -7.487 0.925
C 5.860 -6.484 1.345
C 5.079 -5.453 1.818
C 3.728 -5.851 1.684
C 3.724 -7.112 1.132
H 5.325 -8.367 0.525
H 6.934 -6.588 1.270
H 5.444 -4.515 2.218
H 2.851 -5.279 1.961
H 2.909 -7.773 0.869
N 1.177 9.511 1.834
C 1.380 10.149 3.030
C 2.026 11.337 2.774
C 2.215 11.422 1.374
C 1.678 10.282 0.818
H 0.727 8.612 1.719
H 1.049 9.702 3.958
H 2.328 12.065 3.516
H 2.690 12.228 0.830
H 1.612 9.954 -0.211
*
```

3.
Formula: C6H8O2
Source: OMol25
Level of theory: ωB97M-V/def2-TZVPD

Calculated values
HOMO-LUMO gap = 10.6 eV
E = -10440.5185 eV

Geometry as ORCA input:
```
! RIJCOSX wB97M-V def2-TZVPD def2/J DEFGRID3
* xyz 0 1
C -1.729 0.465 -0.036
C -1.110 -0.344 1.092
C 0.121 -1.001 0.255
C 0.266 -0.805 -1.233
C 1.269 -0.128 -0.262
C 2.015 0.857 0.070
H 0.012 1.260 0.215
H -0.636 0.283 2.034
H -1.686 -1.328 1.850
H 0.476 -1.940 0.487
H -0.323 0.004 -1.918
H 0.578 -1.604 -2.070
H 2.416 1.721 -0.700
H 2.148 0.892 1.128
O -0.965 1.614 -0.288
O -2.852 0.056 -0.625
*
```